The following is a quantum chemistry calculation of C6H6F2 in the gas phase, from OMol25.

For the total energy, the calculation gives -431.76138 Ha. Its spin multiplicity is 1. The SMILES is C#C[C@H](F)CC(=C)F. The relative energy (zero: lowest compared OMol25 entry of this formula, charge and spin) is 447.77 kJ/mol. Its HOMO-LUMO gap is 10.5 eV. Its HOMO energy is -0.3583 Eh.

Each atom is followed by the atoms it is bonded to, with distances in Å.
Cartesian coordinates (Å):
1 C 2.73 1.25 -0.50  C2 1.402, H9 1.158
2 C 1.62 0.40 -0.38  C1 1.402, C3 1.517
3 C 0.76 -0.73 0.16  C2 1.517, F4 1.392, C5 1.461, H10 1.194
4 F 1.58 -1.84 0.30  C3 1.392
5 C -0.54 -1.11 -0.38  C3 1.461, C6 1.610, H11 1.094, H12 1.112
6 C -1.66 0.01 -0.07  C5 1.610, C7 1.317, F8 1.318
7 C -1.53 1.13 0.61  C6 1.317, H13 1.046, H14 1.132
8 F -2.82 -0.36 -0.57  C6 1.318
9 H 3.72 1.78 -0.79  C1 1.158
10 H 0.57 -0.33 1.27  C3 1.194
11 H -0.58 -1.06 -1.47  C5 1.094
12 H -0.77 -2.17 -0.15  C5 1.112
13 H -2.38 1.74 0.61  C7 1.046
14 H -0.70 1.29 1.37  C7 1.132



The following is a quantum chemistry calculation of C6H6F2N2 in the gas phase, from OMol25.

For the total energy, the calculation gives -541.34949 Ha. Its spin multiplicity is 1. The SMILES is C=C1[C@@H]([C@H](N)C#N)C1(F)F. The relative energy (zero: lowest compared OMol25 entry of this formula, charge and spin) is 297.66 kJ/mol. Its HOMO-LUMO gap is 10.8 eV. Its HOMO energy is -0.3786 Eh.

Each atom is followed by the atoms it is bonded to, with distances in Å.
Cartesian coordinates (Å):
1 C -0.22 -2.04 0.04  C2 1.317, H11 1.201, H12 1.169
2 C 0.77 -1.20 -0.20  C1 1.317, C3 1.487, C8 1.497
3 C 1.34 0.14 -0.52  C2 1.487, C4 1.518, C8 1.502, H13 1.132
4 C 0.82 1.28 0.33  C3 1.518, N5 1.522, C6 1.427, H14 1.101
5 N -0.67 1.52 0.17  C4 1.522, H15 0.964, H16 1.049
6 C 1.47 2.51 0.02  C4 1.427, N7 1.139
7 N 1.96 3.53 -0.10  C6 1.139
8 C 2.23 -0.95 0.03  C2 1.497, C3 1.502, F9 1.333, F10 1.358
9 F 3.20 -1.30 -0.81  C8 1.333
10 F 2.81 -0.96 1.26  C8 1.358
11 H -0.26 -3.12 0.56  C1 1.201
12 H -1.23 -1.49 -0.15  C1 1.169
13 H 1.56 0.45 -1.58  C3 1.132
14 H 0.99 1.10 1.41  C4 1.101
15 H -1.08 1.46 1.04  N5 0.964
16 H -0.90 2.43 -0.29  N5 1.049



The following is a quantum chemistry calculation of a 2-piece molecular cluster, C6H6F3NOS overall, from OMol25.

For the total energy, the calculation gives -1059.91496 Ha. Its spin multiplicity is 1. The relative energy (zero: lowest compared OMol25 entry of this formula, charge and spin) is 214.46 kJ/mol. Its HOMO-LUMO gap is 10.1 eV. Its HOMO energy is -0.3448 Eh.

Each atom is followed by the atoms it is bonded to, with distances in Å.
Cartesian coordinates (Å):
1 C 1.09 2.68 0.95  C2 1.390, N7 1.317, H13 1.133
2 C 1.20 2.93 -0.42  C1 1.390, S12 1.733, H14 1.081
3 C -0.30 1.17 0.19  N7 1.294, S12 1.672
4 C -0.59 -1.93 -0.93  O8 1.405, H15 1.075, H16 1.150, H17 1.072
5 C -1.77 -0.27 0.22  C6 1.536, O8 1.368, H18 1.147
6 C -2.99 0.66 0.07  C5 1.536, F9 1.319, F10 1.357, F11 1.323
7 N 0.23 1.72 1.23  C1 1.317, C3 1.294
8 O -1.66 -1.03 -0.91  C4 1.405, C5 1.368
9 F -2.93 1.79 0.74  C6 1.319
10 F -4.10 0.02 0.52  C6 1.357
11 F -3.23 1.01 -1.18  C6 1.323
12 S 0.13 1.87 -1.27  C2 1.733, C3 1.672
13 H 1.53 3.27 1.81  C1 1.133
14 H 2.04 3.45 -0.84  C2 1.081
15 H -0.77 -2.89 -1.38  C4 1.075
16 H -0.48 -2.41 0.11  C4 1.150
17 H 0.30 -1.39 -1.19  C4 1.072
18 H -1.92 -0.73 1.26  C5 1.147



The following is a quantum chemistry calculation of C6H6F3NS2 in the gas phase, from OMol25.

For the total energy, the calculation gives -1382.77772 Ha. Its spin multiplicity is 1. The relative energy (zero: lowest compared OMol25 entry of this formula, charge and spin) is 342.71 kJ/mol. Its HOMO-LUMO gap is 6.9 eV. Its HOMO energy is -0.2918 Eh.

Each atom is followed by the atoms it is bonded to, with distances in Å.
Cartesian coordinates (Å):
1 C -1.36 -0.42 0.02  C6 1.452, S11 1.624
2 C 0.96 0.72 -0.07  N7 1.232, S12 1.649
3 C 0.80 -1.67 -0.48  C4 1.497, N7 1.317, S11 1.743
4 C 1.73 -2.83 -0.50  C3 1.497, H13 1.053, H14 0.999, H15 1.119
5 C 0.88 3.22 0.63  S12 1.762, H16 1.117, H17 1.119, H18 1.133
6 C -2.77 -0.09 0.14  C1 1.452, F8 1.434, F9 1.299, F10 1.359
7 N 1.25 -0.43 -0.38  C2 1.232, C3 1.317
8 F -3.67 -1.03 0.75  C6 1.434
9 F -2.95 0.97 0.88  C6 1.299
10 F -3.38 0.28 -1.01  C6 1.359
11 S -0.92 -1.95 -0.32  C1 1.624, C3 1.743
12 S 0.93 2.20 -0.81  C2 1.649, C5 1.762
13 H 2.01 -2.94 0.51  C4 1.053
14 H 1.41 -3.62 -1.02  C4 0.999
15 H 2.71 -2.51 -0.94  C4 1.119
16 H -0.19 3.16 0.92  C5 1.117
17 H 1.02 4.27 0.27  C5 1.119
18 H 1.52 2.68 1.40  C5 1.133



The following is a quantum chemistry calculation of an isolated ion of composition C6H6F6N and charge +1, from OMol25.

For the total energy, the calculation gives -885.77848 Ha. Its spin multiplicity is 1. The SMILES is C[C@H]1[C@@H](F)C=[N+](F)C(F)(F)C1(F)F. The relative energy (zero: lowest compared OMol25 entry of this formula, charge and spin) is 0.00 kJ/mol. Its total charge is +1. Its HOMO-LUMO gap is 10.5 eV. Its HOMO energy is -0.6070 Eh.

Each atom is followed by the atoms it is bonded to, with distances in Å.
Cartesian coordinates (Å):
1 C 1.57 1.35 0.24  C2 1.545, H14 1.054, H15 1.041, H16 1.113
2 C 1.13 -0.08 -0.17  C1 1.545, C3 1.523, C11 1.605, H17 1.114
3 C 0.59 -0.92 0.98  C2 1.523, F4 1.359, C5 1.484, H18 1.115
4 F 0.95 -0.50 2.22  C3 1.359
5 C -0.88 -1.03 1.17  C3 1.484, N6 1.287, H19 1.035
6 N -1.69 -0.55 0.29  C5 1.287, F7 1.325, C8 1.549
7 F -2.96 -0.65 0.62  N6 1.325
8 C -1.40 0.44 -0.87  N6 1.549, F9 1.342, F10 1.312, C11 1.585
9 F -1.53 1.66 -0.34  C8 1.342
10 F -2.28 0.28 -1.83  C8 1.312
11 C 0.02 -0.12 -1.32  C2 1.605, C8 1.585, F12 1.320, F13 1.370
12 F -0.18 -1.41 -1.54  C11 1.320
13 F 0.37 0.46 -2.51  C11 1.370
14 H 1.93 1.82 -0.63  C1 1.054
15 H 2.26 1.55 0.99  C1 1.041
16 H 0.60 1.85 0.45  C1 1.113
17 H 1.88 -0.74 -0.67  C2 1.114
18 H 0.93 -1.98 0.91  C3 1.115
19 H -1.32 -1.45 2.01  C5 1.035



The following is a quantum chemistry calculation of C6H6FNO2 in the gas phase, from OMol25.

For the total energy, the calculation gives -537.14808 Ha. Its spin multiplicity is 1. The SMILES is O=[N+]([O-])C1=C(F)CCC=C1. The relative energy (zero: lowest compared OMol25 entry of this formula, charge and spin) is 278.88 kJ/mol. Its HOMO-LUMO gap (spin up / spin down) is 7.6 / 7.6 eV. Its HOMO energy (spin up / spin down) is -0.3116 / -0.3115 Eh.

Each atom is followed by the atoms it is bonded to, with distances in Å.
Cartesian coordinates (Å):
1 O 0.13 -1.09 -4.27  N2 1.238
2 N 0.84 -1.44 -3.32  O1 1.238, O3 1.222, C4 1.428
3 O 1.82 -2.15 -3.45  N2 1.222
4 C 0.59 -0.93 -2.01  N2 1.428, C5 1.535, C10 1.417
5 C 1.32 -1.37 -0.73  C4 1.535, F6 1.297, C7 1.521
6 F 1.92 -2.52 -0.67  C5 1.297
7 C 1.04 -0.81 0.66  C5 1.521, C8 1.495, H11 1.117, H12 1.121
8 C -0.08 0.18 0.67  C7 1.495, C9 1.472, H13 1.138, H14 1.160
9 C -0.68 0.54 -0.63  C8 1.472, C10 1.328, H15 1.099
10 C -0.41 0.07 -1.84  C4 1.417, C9 1.328, H16 1.116
11 H 0.97 -1.67 1.37  C7 1.117
12 H 2.00 -0.33 0.97  C7 1.121
13 H 0.29 1.19 1.03  C8 1.138
14 H -0.95 -0.13 1.37  C8 1.160
15 H -1.49 1.28 -0.53  C9 1.099
16 H -1.14 0.30 -2.65  C10 1.116